Entry from the OMol25 dataset: a structure of composition C55H142F3IO19Zn (the ωB97M-V functional and the def2-TZVPD basis).

Computed properties:
* E_HOMO: -8.21 eV
* LUMO: 0.4 eV
* frontier orbital gap: 8.57 eV

Last column: Löwdin charge in e.
Positions of all 221 atoms, in Å:
Zn -1.00907 2.77517 -2.66376  0.498
I -0.86519 5.45788 -3.60047  0.147
C -0.82718 -0.27489 -1.10535  -0.316
O -0.25654 0.47300 -0.03957  -0.120
O -1.15367 0.68281 -2.14921  -0.226
C 0.08366 -1.55687 -1.29128  -0.493
F -0.26116 -2.25547 -2.38782  0.130
F 1.38247 -1.20590 -1.29523  0.126
F -0.02053 -2.39034 -0.19599  0.098
C -0.44012 0.02016 1.33204  -0.235
C -0.09887 1.16794 2.14228  -0.080
H 0.91371 1.56934 2.10165  0.073
H -0.67893 2.06236 1.91501  0.081
H -0.44995 0.93842 3.14835  0.061
H 0.15263 -0.84714 1.62278  0.104
H -1.48885 -0.25349 1.44770  0.115
H -1.81834 -0.60195 -0.79112  0.142
C -5.80701 -0.16598 0.01630  -0.028
C -5.47988 -0.35912 1.49112  -0.475
C -6.38012 -1.19076 2.35941  -0.051
O -4.11451 -0.86091 1.55377  -0.079
H -5.63578 -1.13610 -0.45022  0.070
H -5.25842 0.67788 -0.40208  0.059
H -6.86255 -0.02445 -0.21588  0.082
H -5.44598 0.63294 1.94141  0.107
H -6.34987 -2.22076 2.00406  0.077
H -7.39193 -0.85589 2.13094  0.080
H -6.13449 -1.27989 3.41763  0.082
H -3.66738 -0.75229 2.39631  0.031
C 6.02751 1.69485 6.00226  -0.045
C 4.56935 2.14103 6.18165  -0.472
C 3.58753 1.02715 6.36938  -0.054
O 4.37368 3.09816 7.26218  -0.052
H 5.91196 0.79137 5.40353  0.055
H 6.70970 1.52201 6.83463  0.078
H 6.56384 2.48481 5.47651  0.072
H 4.43684 2.63218 5.21764  0.105
H 2.68215 1.09232 5.76594  0.072
H 3.24591 0.90700 7.39746  0.085
H 4.01522 0.08083 6.03823  0.062
H 4.58633 3.92055 6.81490  0.047
C -3.90282 2.95690 0.70437  -0.017
C -3.71473 3.16080 -0.82910  -0.460
C -4.51460 4.26261 -1.43185  -0.037
O -2.35421 3.41670 -1.12111  -0.112
H -4.92386 2.68615 0.97319  0.077
H -3.71586 3.91149 1.19620  0.078
H -3.23896 2.20191 1.12554  0.070
H -3.97124 2.27547 -1.41090  0.126
H -5.58878 4.12826 -1.30460  0.091
H -4.49219 4.28117 -2.52146  0.079
H -4.19824 5.18575 -0.94623  0.082
H -2.33833 4.29539 -0.73477  0.052
C -1.13590 2.96320 5.53893  -0.039
C -2.65440 2.72849 5.43027  -0.400
C -3.09796 2.49952 3.96773  -0.050
O -2.95655 1.46985 6.08069  -0.087
H -0.60682 2.14386 5.05226  0.061
H -0.83297 2.97172 6.58596  0.082
H -0.72992 3.80225 4.97388  0.074
H -3.19983 3.46496 6.02038  0.137
H -2.82873 3.38775 3.39619  0.072
H -4.17952 2.40385 3.87195  0.087
H -2.67947 1.64986 3.42824  0.056
H -2.87013 1.66149 7.01739  0.102
C 0.75981 0.22809 -5.18972  -0.035
C 1.45671 1.20908 -4.23588  -0.473
C 2.81382 1.59980 -4.83120  -0.033
O 0.64380 2.32627 -4.11794  -0.120
H 1.23763 -0.75159 -5.19255  0.066
H 0.56598 0.68628 -6.15957  0.082
H -0.14746 -0.22199 -4.78676  0.064
H 1.62776 0.69707 -3.28894  0.121
H 3.61621 0.87354 -4.70148  0.088
H 3.09133 2.57860 -4.44000  0.075
H 2.66195 1.91064 -5.86483  0.083
H 0.84037 2.86373 -4.88872  0.087
C -2.27227 -5.98294 1.94743  -0.070
C -3.51393 -5.37885 1.42080  -0.501
C -3.27701 -4.48870 0.20620  -0.041
O -4.44198 -6.43151 1.15478  -0.046
H -1.94530 -6.89156 1.44186  0.089
H -2.33399 -6.30315 2.98750  0.079
H -1.49484 -5.22281 1.87060  0.064
H -4.01273 -4.77753 2.18088  0.118
H -2.77936 -3.54964 0.44829  0.071
H -4.15381 -4.28324 -0.40789  0.071
H -2.62096 -4.97152 -0.51809  0.068
H -4.96324 -6.51713 1.95637  0.085
C 1.94225 -4.25429 1.86857  -0.046
C 2.73526 -4.79659 3.07406  -0.424
C 1.95244 -4.89349 4.45972  -0.028
O 3.07669 -6.13548 2.69224  -0.073
H 1.04659 -4.83675 1.65263  0.073
H 2.42110 -4.22183 0.88993  0.047
H 1.67266 -3.21189 2.03833  0.052
H 3.65540 -4.26657 3.32005  0.112
H 1.72063 -3.87289 4.76427  0.057
H 2.70565 -5.17376 5.19608  0.070
H 1.06462 -5.52518 4.48862  0.075
H 3.59264 -6.17800 1.88380  0.083
C 2.94914 -3.33417 -6.22444  -0.034
C 1.51471 -3.67904 -6.74658  -0.526
C 1.30368 -3.04310 -8.11852  -0.047
O 1.09019 -4.99045 -6.83900  -0.031
H 3.66271 -3.65472 -6.98349  0.081
H 3.14017 -3.85030 -5.28358  0.060
H 2.93629 -2.25561 -6.06746  0.064
H 0.84112 -3.28175 -5.98727  0.111
H 1.27358 -1.96075 -7.99314  0.071
H 0.34664 -3.30908 -8.56734  0.080
H 2.13204 -3.34971 -8.75719  0.081
H 1.49078 -5.41950 -6.07936  0.056
C -2.17257 1.80872 -6.34989  -0.023
C -2.88740 2.73508 -5.35631  -0.473
C -4.40553 2.52692 -5.33579  -0.035
O -2.50547 2.41679 -4.07992  -0.139
H -1.14701 2.13799 -6.51696  0.063
H -2.73171 1.68052 -7.27673  0.085
H -2.02320 0.83329 -5.88695  0.062
H -2.62297 3.76805 -5.58249  0.094
H -4.88790 1.75928 -4.73068  0.087
H -4.91807 2.51022 -6.29762  0.080
H -4.90615 3.42925 -4.98469  0.071
H -3.08126 1.69731 -3.81083  0.076
C -2.30854 -2.94236 3.92744  -0.043
C -2.26128 -1.81817 4.96098  -0.449
C -0.83616 -1.45654 5.40594  -0.043
O -2.87567 -0.64864 4.40415  -0.081
H -1.97918 -3.89320 4.34640  0.082
H -1.63033 -2.74684 3.09684  0.074
H -3.28347 -3.00352 3.44383  0.066
H -2.78249 -2.12232 5.86869  0.133
H -0.18926 -1.24475 4.55461  0.068
H -0.43196 -2.31598 5.94083  0.077
H -0.94375 -0.55301 6.00606  0.069
H -2.94183 0.09972 5.00180  0.023
C -1.70324 7.56830 1.98473  -0.058
C -2.07892 7.62387 0.53655  -0.520
C -1.22092 8.65804 -0.20781  -0.043
O -1.96329 6.39164 -0.09478  -0.083
H -0.77665 7.06865 2.26737  0.077
H -2.48126 7.02629 2.52234  0.075
H -1.60157 8.58308 2.36941  0.081
H -3.12432 7.93198 0.51925  0.134
H -0.25736 8.20092 -0.43295  0.082
H -1.02300 9.60408 0.29612  0.080
H -1.62272 8.81433 -1.20893  0.078
H -1.93485 6.61790 -1.02730  -0.004
C -2.34921 -2.77537 -4.83439  -0.056
C -3.49126 -2.04977 -4.24668  -0.461
C -3.87118 -2.53949 -2.83417  -0.045
O -3.14252 -0.67315 -4.08618  -0.072
H -1.37328 -2.58460 -4.38799  0.061
H -2.30760 -2.36818 -5.84462  0.089
H -2.44968 -3.86047 -4.81070  0.072
H -4.39197 -2.08720 -4.85940  0.142
H -3.05689 -2.53817 -2.10957  0.069
H -4.28894 -3.54221 -2.92435  0.078
H -4.74634 -1.98377 -2.49747  0.068
H -2.57972 -0.53306 -3.32118  0.042
C 1.89854 4.41430 -0.16930  -0.042
C 2.01910 3.51965 -1.38441  -0.409
C 3.23111 2.49943 -1.27477  -0.011
O 0.76921 2.85523 -1.38078  -0.130
H 2.71047 5.14121 -0.14767  0.080
H 1.63729 4.01743 0.81169  0.076
H 1.16164 5.13153 -0.53076  0.068
H 2.03654 3.98856 -2.36825  0.118
H 3.07692 1.58109 -1.84132  0.053
H 3.41588 2.08169 -0.28509  0.062
H 4.12028 2.86866 -1.78579  0.077
H 0.65308 2.21390 -0.67593  0.076
C 2.28632 4.81720 3.91967  -0.040
C 3.76244 5.24090 3.73565  -0.428
C 3.85500 6.66284 3.12867  -0.054
O 4.46239 5.21443 5.01779  -0.078
H 1.69276 4.90229 3.00943  0.060
H 1.78690 5.23451 4.79405  0.086
H 2.32522 3.73497 4.04366  0.063
H 4.32899 4.54519 3.11669  0.130
H 3.35068 7.36180 3.79592  0.081
H 3.36409 6.74215 2.15870  0.068
H 4.89255 6.98430 3.03782  0.072
H 5.36430 5.53899 4.96461  0.090
C -0.98588 -6.27395 -3.90951  -0.030
C 0.48644 -5.85758 -3.38559  -0.455
C 0.66539 -6.26253 -1.87281  -0.020
O 1.30879 -6.59592 -4.17393  -0.069
H -1.14439 -7.34849 -3.81820  0.080
H -1.00243 -5.87052 -4.92196  0.060
H -1.73859 -5.69934 -3.36973  0.052
H 0.68193 -4.81261 -3.62627  0.121
H -0.30012 -6.22740 -1.36817  0.060
H 1.39750 -5.59263 -1.42186  0.050
H 0.93951 -7.30511 -1.71160  0.078
H 1.44602 -7.51937 -3.95029  0.106
C 5.35461 -1.49978 2.45810  -0.044
C 4.67561 -0.23132 1.97743  -0.459
C 3.23632 -0.40698 1.45734  -0.037
O 4.49126 0.53556 3.12759  -0.068
H 5.51858 -2.26414 1.69852  0.073
H 4.75658 -2.04805 3.18601  0.070
H 6.31872 -1.30476 2.92773  0.087
H 5.31589 0.33686 1.30266  0.139
H 3.21856 -0.66832 0.39928  0.063
H 2.67896 0.52935 1.43018  0.050
H 2.58398 -1.04680 2.05164  0.071
H 4.42420 -0.06194 3.87598  0.053
C 5.46246 -2.70199 -3.32963  -0.042
C 4.89766 -3.04458 -1.94867  -0.496
C 3.58474 -3.76310 -1.97476  -0.056
O 5.83741 -3.74971 -1.09574  -0.052
H 5.91344 -3.58524 -3.78195  0.086
H 6.32150 -2.07598 -3.08825  0.075
H 4.64820 -2.29304 -3.92783  0.065
H 4.76775 -2.08855 -1.44149  0.121
H 3.63463 -4.78579 -2.34855  0.090
H 2.86708 -3.22792 -2.59657  0.075
H 3.30933 -3.79254 -0.92054  0.057
H 6.57105 -3.13238 -1.04796  0.075

Atoms 1-2, force components in eV/Å:
0.64 -0.43 0.18
0.09 -0.36 0.24